Record 1
A molecular structure, C37H61As2BrO4P2Pt. Source: OMol25; level of theory: ωB97M-V with the def2-TZVPD basis set.

Summary:
* spin multiplicity: 5
* ⟨S²⟩: 6.04
* energy above the lowest of the compared OMol25 structures with the same formula, charge and spin: 0.0 kJ/mol
* E_HOMO (alpha / beta): -12.7 / -13.8 eV
* LUMO level (alpha / beta): -5.8 / -8.7 eV
* charge: +2
* E: -261078.499 eV

Atoms and positions in Å:
1 Pt -0.63 -0.51 -0.08
2 C 1.96 1.38 2.50
3 As 1.00 -0.31 2.49
4 C 2.47 -1.56 2.26
5 C 0.38 -0.61 4.32
6 C 1.06 -1.51 5.18
7 C 0.55 -1.63 6.45
8 C -0.62 -1.00 6.82
9 C -1.31 -0.15 5.93
10 C -0.80 0.05 4.65
11 As -1.69 1.11 3.23
12 C -1.54 2.95 3.73
13 C -3.53 0.90 3.77
14 H 2.47 1.43 3.49
15 H 1.32 2.24 2.35
16 H 2.73 1.30 1.73
17 H 3.18 -1.40 3.09
18 H 2.94 -1.31 1.31
19 H 2.11 -2.55 2.26
20 H 2.00 -1.93 4.89
21 H 1.06 -2.31 7.17
22 H -0.99 -1.12 7.79
23 H -2.21 0.37 6.20
24 H -2.07 3.16 4.66
25 H -2.03 3.55 2.97
26 H -0.54 3.28 3.73
27 H -3.70 1.23 4.77
28 H -3.80 -0.22 3.71
29 H -4.16 1.48 3.11
30 Br -1.76 -2.51 2.08
31 C -2.68 -3.29 0.68
32 C -3.67 -4.19 1.01
33 C -4.12 -5.06 0.01
34 C -3.57 -5.03 -1.27
35 C -2.60 -4.12 -1.63
36 C -2.06 -4.11 -2.90
37 C -1.13 -3.21 -3.34
38 C -0.67 -2.28 -2.41
39 C -1.20 -2.22 -1.06
40 C -2.12 -3.19 -0.60
41 H -4.09 -4.36 2.05
42 H -4.80 -5.83 0.31
43 H -3.92 -5.75 -2.01
44 H -2.32 -4.84 -3.61
45 H -0.73 -3.28 -4.34
46 H 0.17 -1.63 -2.69
47 C -2.49 3.96 -1.34
48 C -2.02 2.87 -0.39
49 C -0.72 3.31 0.33
50 P -1.94 1.15 -1.14
51 C -3.69 0.51 -0.97
52 C -4.70 1.56 -1.40
53 C -3.91 0.13 0.48
54 C -1.38 1.19 -2.89
55 C -0.07 2.02 -2.87
56 C -2.37 1.70 -3.89
57 H -2.57 4.94 -0.80
58 H -3.48 3.74 -1.81
59 H -1.81 4.17 -2.15
60 H -2.82 2.83 0.34
61 H 0.09 3.36 -0.35
62 H -0.49 2.53 1.05
63 H -0.83 4.30 0.81
64 H -3.74 -0.31 -1.61
65 H -4.58 2.48 -0.81
66 H -5.70 1.19 -1.25
67 H -4.59 1.85 -2.44
68 H -3.78 1.00 1.11
69 H -3.20 -0.62 0.84
70 H -4.92 -0.24 0.62
71 H -1.16 0.16 -3.08
72 H -0.24 3.09 -2.93
73 H 0.54 1.68 -3.67
74 H 0.44 1.73 -1.99
75 H -2.66 2.73 -3.78
76 H -3.20 1.00 -4.00
77 H -1.83 1.67 -4.88
78 C 3.77 2.09 -3.41
79 C 3.93 2.28 -1.86
80 C 3.75 3.75 -1.49
81 C 5.32 1.75 -1.43
82 O 2.90 1.52 -1.19
83 P 2.42 0.01 -1.26
84 O 1.79 -0.45 -2.52
85 O 1.41 -0.02 -0.07
86 O 3.66 -0.83 -0.82
87 C 3.82 -2.27 -1.14
88 C 2.53 -3.07 -1.01
89 C 4.35 -2.37 -2.57
90 C 4.90 -2.75 -0.17
91 H 4.55 2.68 -3.89
92 H 2.79 2.33 -3.79
93 H 3.97 1.04 -3.62
94 H 4.64 4.30 -1.81
95 H 3.61 3.85 -0.45
96 H 2.83 4.11 -2.01
97 H 6.13 2.14 -2.04
98 H 5.33 0.65 -1.50
99 H 5.52 2.08 -0.39
100 H 1.83 -3.06 -1.87
101 H 1.96 -2.79 -0.12
102 H 2.77 -4.11 -0.81
103 H 3.67 -1.91 -3.26
104 H 4.37 -3.45 -2.83
105 H 5.35 -1.93 -2.66
106 H 4.58 -2.82 0.84
107 H 5.74 -2.06 -0.21
108 H 5.29 -3.72 -0.55



Record 2
4 unconnected molecules or ions with the total composition C37H61BrFN7O8. Source: OMol25; level of theory: ωB97M-V with the def2-TZVPD basis set.

Summary:
* SMILES string: [H]/N=C(\C)C[C@]1(CCCC#C)[N@H+](CCCBr)[C@@H]([C@@H](C)CC)[C@](c2cccnc2)([C@@H](C)F)O[C@]1(CON=O)C(=O)[O-].CNC(C)=O.CNC(C)=O.CNC(C)=O
* energy above the lowest of the compared OMol25 structures with the same formula, charge and spin: 1378.4 kJ/mol
* E_HOMO: -7.0 eV
* LUMO level: -0.1 eV
* charge: 0
* E: -138902.711 eV

Atoms and positions in Å:
1 H 0.80 -5.47 5.65
2 N 1.00 -4.48 5.34
3 C 1.51 -4.50 4.03
4 C 1.64 -6.01 3.42
5 C 1.92 -3.07 3.35
6 C 1.64 -2.81 1.78
7 C 2.51 -3.88 0.87
8 C 3.88 -4.50 1.43
9 C 4.22 -5.92 0.62
10 C 3.99 -5.82 -1.01
11 C 3.45 -5.94 -2.32
12 N 2.02 -1.34 1.48
13 C 3.48 -1.03 1.69
14 C 4.24 -0.29 0.44
15 C 4.21 -1.07 -1.00
16 Br 5.70 -2.41 -1.24
17 C 1.06 -0.32 2.15
18 C 1.40 1.23 1.64
19 C 1.19 1.50 0.05
20 C 0.75 2.40 2.63
21 C 1.87 3.42 3.27
22 C -0.48 -0.75 2.23
23 C -1.59 0.32 1.57
24 C -2.43 1.40 2.47
25 C -3.46 2.24 1.55
26 C -3.55 1.94 -0.02
27 N -2.81 1.00 -0.90
28 C -1.88 0.25 -0.01
29 C -1.06 -1.19 3.74
30 C -0.68 -0.25 4.99
31 F -2.55 -1.43 3.72
32 O -0.86 -1.96 1.50
33 C 0.12 -2.95 1.21
34 C 0.03 -3.01 -0.47
35 O -1.45 -3.10 -0.73
36 N -1.52 -3.74 -1.92
37 O -1.57 -2.88 -2.81
38 C -0.66 -4.38 1.60
39 O -0.60 -5.51 0.90
40 O -1.57 -4.42 2.80
41 H 1.54 -6.10 2.26
42 H 0.86 -6.78 3.88
43 H 2.70 -6.42 3.76
44 H 3.10 -2.99 3.58
45 H 1.49 -2.25 4.10
46 H 1.86 -4.82 0.51
47 H 2.77 -3.30 -0.15
48 H 3.96 -4.76 2.56
49 H 4.81 -3.80 1.18
50 H 5.39 -6.08 0.78
51 H 3.71 -6.86 1.12
52 H 2.93 -6.14 -3.38
53 H 1.85 -1.17 0.45
54 H 3.54 -0.25 2.59
55 H 4.17 -1.90 2.04
56 H 5.39 -0.21 0.75
57 H 3.90 0.82 0.24
58 H 3.14 -1.50 -1.30
59 H 4.43 -0.23 -1.82
60 H 1.48 -0.28 3.27
61 H 2.56 1.51 1.80
62 H 0.21 2.18 -0.06
63 H 0.95 0.53 -0.59
64 H 2.09 2.04 -0.49
65 H 0.09 1.98 3.49
66 H 0.05 3.07 1.94
67 H 2.28 4.22 2.49
68 H 1.50 3.93 4.28
69 H 2.81 2.76 3.57
70 H -2.30 1.54 3.62
71 H -4.13 3.07 2.04
72 H -4.36 2.58 -0.61
73 H -1.21 -0.53 -0.63
74 H -0.66 -2.29 3.98
75 H 0.29 0.38 4.94
76 H -1.54 0.50 5.36
77 H -0.53 -0.98 5.93
78 H 0.44 -2.04 -0.98
79 H 0.45 -4.00 -0.93
80 C -4.42 5.50 -2.07
81 N -4.48 5.43 -0.63
82 C -3.96 6.31 0.28
83 C -3.23 7.51 -0.24
84 O -4.11 6.09 1.48
85 H -5.45 5.52 -2.46
86 H -3.92 4.60 -2.44
87 H -3.89 6.39 -2.43
88 H -4.96 4.65 -0.21
89 H -2.88 8.12 0.60
90 H -2.36 7.20 -0.83
91 H -3.90 8.13 -0.85
92 C 5.79 0.98 -6.90
93 N 5.04 0.93 -5.67
94 C 4.91 -0.12 -4.80
95 C 5.63 -1.40 -5.13
96 O 4.22 0.01 -3.79
97 H 6.52 1.79 -6.81
98 H 5.10 1.22 -7.71
99 H 6.30 0.05 -7.12
100 H 4.52 1.75 -5.38
101 H 5.43 -2.13 -4.35
102 H 5.27 -1.80 -6.08
103 H 6.71 -1.22 -5.17
104 C -9.62 4.77 -2.63
105 N -8.30 4.87 -3.20
106 C -7.66 3.98 -4.01
107 C -8.39 2.72 -4.39
108 O -6.52 4.22 -4.41
109 H -10.20 5.63 -2.97
110 H -9.52 4.82 -1.54
111 H -10.13 3.85 -2.91
112 H -7.74 5.69 -2.99
113 H -7.76 2.11 -5.04
114 H -8.62 2.14 -3.49
115 H -9.31 2.97 -4.93



Record 3
8 unconnected molecules or ions with the total composition C37H61ClNO11P. Source: OMol25; level of theory: ωB97M-V with the def2-TZVPD basis set.

Summary:
* SMILES string: CO[C@H](Cl)[C@@H](COc1ccccc1)O[C@@H]([PH2]=O)c1ccncc1.CC(C)=O.CC(C)=O.CC(C)=O.CC(C)=O.CC(C)=O.CC(C)=O.CC(C)=O
* E_HOMO: -8.5 eV
* LUMO level: 0.3 eV
* charge: 0
* E: -85180.742 eV

Atoms and positions in Å:
1 C -0.52 1.83 -2.85
2 O -0.48 0.76 -1.93
3 C 0.14 -0.39 -2.40
4 Cl -0.84 -1.79 -1.82
5 C 1.59 -0.56 -1.85
6 C 2.52 -1.14 -2.96
7 O 3.81 -0.59 -2.92
8 C 4.05 0.53 -3.68
9 C 3.07 1.34 -4.23
10 C 3.43 2.48 -4.96
11 C 4.76 2.82 -5.14
12 C 5.74 1.99 -4.59
13 C 5.40 0.85 -3.87
14 O 2.06 0.68 -1.41
15 C 2.41 0.80 -0.05
16 P 1.08 0.38 1.17
17 O 0.90 -1.06 1.45
18 C 3.69 0.12 0.32
19 C 4.82 0.90 0.53
20 C 6.01 0.27 0.85
21 N 6.18 -1.04 0.95
22 C 5.08 -1.79 0.78
23 C 3.85 -1.24 0.48
24 H -0.72 1.49 -3.87
25 H -1.31 2.51 -2.55
26 H 0.42 2.38 -2.83
27 H 0.09 -0.44 -3.49
28 H 1.54 -1.32 -1.08
29 H 2.07 -1.09 -3.95
30 H 2.65 -2.20 -2.75
31 H 2.03 1.10 -4.11
32 H 2.66 3.11 -5.37
33 H 5.03 3.71 -5.69
34 H 6.78 2.23 -4.73
35 H 6.17 0.22 -3.47
36 H 2.57 1.87 0.11
37 H 1.55 1.06 2.32
38 H -0.10 1.06 0.81
39 H 4.77 1.97 0.45
40 H 6.89 0.88 1.01
41 H 5.19 -2.86 0.87
42 H 3.00 -1.90 0.38
43 C -5.19 -2.64 0.13
44 C -4.17 -3.29 1.04
45 C -2.96 -2.47 1.41
46 O -4.32 -4.42 1.44
47 H -6.01 -3.33 -0.06
48 H -5.59 -1.74 0.61
49 H -4.72 -2.36 -0.81
50 H -3.27 -1.56 1.93
51 H -2.41 -2.19 0.51
52 H -2.31 -3.05 2.05
53 C 2.54 5.45 3.81
54 C 2.16 4.43 2.77
55 C 0.80 4.59 2.14
56 O 2.90 3.52 2.47
57 H 3.54 5.22 4.20
58 H 2.55 6.45 3.37
59 H 1.82 5.44 4.63
60 H 0.74 5.56 1.63
61 H 0.03 4.54 2.91
62 H 0.64 3.80 1.41
63 C 4.04 1.58 4.58
64 C 5.30 1.62 5.41
65 C 5.75 0.31 6.02
66 O 5.91 2.64 5.59
67 H 3.83 2.58 4.20
68 H 4.18 0.90 3.73
69 H 3.20 1.24 5.19
70 H 5.95 -0.42 5.23
71 H 4.98 -0.08 6.68
72 H 6.66 0.47 6.59
73 C -3.24 4.35 4.52
74 C -2.36 5.50 4.95
75 C -3.02 6.64 5.67
76 O -1.17 5.50 4.72
77 H -2.65 3.60 4.01
78 H -3.72 3.90 5.39
79 H -4.02 4.71 3.84
80 H -3.49 6.28 6.59
81 H -3.79 7.09 5.04
82 H -2.28 7.39 5.93
83 C 7.80 -1.35 -1.74
84 C 8.70 -1.39 -2.95
85 C 9.68 -2.53 -3.04
86 O 8.63 -0.55 -3.82
87 H 7.15 -0.48 -1.81
88 H 7.19 -2.25 -1.69
89 H 8.39 -1.27 -0.83
90 H 9.15 -3.48 -3.04
91 H 10.36 -2.50 -2.18
92 H 10.26 -2.45 -3.95
93 C -8.88 -5.12 1.90
94 C -9.07 -4.51 0.53
95 C -10.32 -4.89 -0.22
96 O -8.25 -3.76 0.07
97 H -7.94 -4.77 2.33
98 H -9.71 -4.83 2.56
99 H -8.85 -6.21 1.83
100 H -11.20 -4.60 0.35
101 H -10.35 -5.97 -0.38
102 H -10.34 -4.39 -1.18
103 C -10.83 -5.04 -5.63
104 C -11.14 -4.36 -4.32
105 C -10.92 -2.86 -4.26
106 O -11.53 -4.98 -3.36
107 H -11.02 -6.11 -5.53
108 H -11.46 -4.63 -6.42
109 H -9.78 -4.89 -5.89
110 H -11.55 -2.37 -5.00
111 H -9.88 -2.63 -4.47
112 H -11.18 -2.50 -3.27



Record 4
A molecular structure, C37H62ClN9O7PSTi. Source: OMol25; level of theory: ωB97M-V with the def2-TZVPD basis set.

Summary:
* spin multiplicity: 3
* ⟨S²⟩: 2.04
* energy above the lowest of the compared OMol25 structures with the same formula, charge and spin: 0.0 kJ/mol
* E_HOMO (alpha / beta): -7.9 / -9.9 eV
* LUMO level (alpha / beta): -1.6 / -1.7 eV
* charge: +1
* E: -122876.476 eV

Atoms and positions in Å:
1 Ti -0.14 0.60 0.46
2 C -2.55 -3.61 -4.63
3 O -2.26 -2.35 -4.02
4 C -1.21 -1.72 -4.70
5 C 0.13 -2.26 -4.30
6 O 0.40 -1.67 -3.06
7 C 1.52 -2.15 -2.42
8 C 1.91 -1.33 -1.22
9 O 0.85 -1.25 -0.23
10 C 0.25 -2.56 0.03
11 H -2.82 -3.42 -5.72
12 H -3.39 -4.01 -4.11
13 H -1.70 -4.24 -4.64
14 H -1.27 -0.67 -4.37
15 H -1.31 -1.72 -5.79
16 H 0.82 -2.02 -5.04
17 H 0.15 -3.36 -4.16
18 H 2.44 -2.15 -3.06
19 H 1.39 -3.20 -2.09
20 H 2.13 -0.33 -1.49
21 H 2.78 -1.79 -0.77
22 H 1.07 -3.29 0.01
23 H -0.50 -2.75 -0.72
24 H -0.19 -2.53 1.07
25 Cl -1.04 2.45 1.71
26 N 4.60 2.97 0.82
27 N 3.58 2.19 1.35
28 N 3.60 1.71 2.57
29 C 2.46 1.07 2.62
30 N 1.84 1.07 1.43
31 N 2.57 1.78 0.60
32 H 4.32 3.15 -0.11
33 H 4.60 3.76 1.39
34 H 2.13 0.58 3.54
35 O -1.93 0.12 -0.40
36 S -2.49 1.16 -1.36
37 C -3.95 1.70 -0.52
38 C -4.97 0.58 -0.60
39 C -4.96 0.12 -2.04
40 C -3.50 0.07 -2.43
41 H -4.40 2.51 -1.13
42 H -3.68 2.17 0.44
43 H -5.95 0.96 -0.31
44 H -4.69 -0.28 0.06
45 H -5.47 0.78 -2.71
46 H -5.47 -0.86 -2.11
47 H -3.26 0.26 -3.47
48 H -3.02 -0.89 -2.21
49 O -0.62 -0.47 2.13
50 P -1.34 -1.27 3.21
51 N -1.65 -0.32 4.49
52 C -0.67 -0.03 5.52
53 C -0.47 1.44 5.41
54 C -1.89 1.95 5.15
55 C -2.52 0.89 4.29
56 N -2.79 -1.85 2.74
57 C -3.84 -2.24 3.70
58 C -4.58 -3.38 2.99
59 C -4.41 -3.05 1.47
60 C -2.98 -2.55 1.46
61 N -0.36 -2.50 3.69
62 C 1.11 -2.38 3.59
63 C 1.53 -3.87 3.45
64 C 0.62 -4.54 4.40
65 C -0.72 -3.81 4.23
66 H 0.25 -0.57 5.31
67 H -1.11 -0.30 6.51
68 H 0.12 1.68 4.55
69 H 0.00 1.83 6.29
70 H -1.93 2.93 4.68
71 H -2.46 2.07 6.06
72 H -2.53 1.12 3.23
73 H -3.54 0.64 4.59
74 H -4.54 -1.42 3.88
75 H -3.45 -2.57 4.67
76 H -5.58 -3.48 3.42
77 H -4.11 -4.35 3.27
78 H -5.11 -2.27 1.24
79 H -4.66 -3.87 0.81
80 H -2.77 -1.86 0.64
81 H -2.26 -3.41 1.37
82 H 1.61 -1.87 4.43
83 H 1.33 -1.80 2.70
84 H 2.58 -3.98 3.72
85 H 1.33 -4.11 2.39
86 H 0.99 -4.35 5.36
87 H 0.63 -5.61 4.24
88 H -1.24 -3.76 5.16
89 H -1.35 -4.33 3.45
90 C 4.72 0.85 -1.65
91 O 4.30 2.19 -1.56
92 C 4.69 3.00 -2.62
93 C 5.70 3.90 -2.43
94 C 6.11 4.70 -3.49
95 C 5.53 4.53 -4.73
96 C 4.56 3.57 -4.94
97 C 4.10 2.82 -3.89
98 N 3.12 1.83 -4.04
99 C 1.98 1.67 -3.26
100 C 1.35 2.80 -2.77
101 C 1.55 4.07 -3.40
102 C 0.95 5.21 -2.90
103 C 0.12 5.18 -1.78
104 C -0.07 3.93 -1.17
105 C 0.56 2.77 -1.61
106 O 0.38 1.61 -0.97
107 H 5.82 0.78 -1.60
108 H 4.41 0.36 -2.55
109 H 4.26 0.30 -0.83
110 H 6.12 3.97 -1.47
111 H 6.91 5.41 -3.38
112 H 5.88 5.13 -5.51
113 H 4.10 3.42 -5.89
114 H 3.18 1.33 -4.90
115 H 1.59 0.67 -3.15
116 H 2.11 4.22 -4.30
117 H 1.11 6.15 -3.46
118 H -0.41 6.05 -1.42
119 H -0.76 3.85 -0.35



Among the records above, which one has the lowest E? C37H61As2BrO4P2Pt



What is the formula in the fourth record? C37H62ClN9O7PSTi